Molecular formula: C52H111NO4S
Method: DFT, ωB97M-V with the def2-TZVPD basis set

SMILES: O=[N+]([O-])c1ccccc1.O=S1(=O)CCCC1.CCCCCC.CCCCCC.CCCCCC.CCCCCC.CCCCCC.CCCCCC.CCCCCC
Orbital gap in eV: 9.54
Relative energy (zero: lowest compared OMol25 entry of this formula, charge and spin) in kcal/mol: 0.0
DFT total energy in Eh: -2801.69540
Lowest unoccupied orbital energy in eV: -0.6
Strongest force on any atom in eV/Å: 1.6
Net charge: 0

XYZ file:
```
169
Properties=species:S:1:pos:R:3:forces:R:3:lowdin_charge:R:1
O -12.698712 17.342675 0.910039 -0.13 0.27 0.48 0.060
N -12.285888 17.727913 -0.162995 -0.11 -0.83 -0.70 -0.345
O -12.991008 18.103381 -1.077389 -0.12 0.39 0.09 0.078
C -10.855861 17.574214 -0.438190 0.08 -0.10 -0.24 -0.170
C -10.021049 17.236815 0.601148 0.45 0.57 0.52 -0.011
C -8.665243 17.089938 0.341274 -0.08 -0.03 -0.25 -0.052
C -8.198414 17.159067 -0.970738 0.18 -0.31 0.49 -0.065
C -9.066767 17.445607 -2.004854 -0.24 0.21 -0.15 -0.067
C -10.406505 17.680601 -1.741888 -0.01 -0.08 -0.30 -0.004
H -10.405451 17.198783 1.611683 0.01 -0.09 -0.04 0.097
H -7.975816 16.936412 1.160404 -0.04 -0.18 -0.01 0.114
H -7.160692 16.927337 -1.175070 0.04 0.22 -0.01 0.108
H -8.720761 17.522217 -3.026243 0.08 -0.11 0.00 0.109
H -11.080373 17.878103 -2.563180 -0.13 0.12 0.18 0.120
O -11.242803 20.701701 5.339293 -0.08 -0.09 0.51 -0.308
S -11.236844 20.413260 3.938490 0.10 0.13 -1.15 0.647
O -10.288735 19.491619 3.370652 0.44 -0.40 0.14 -0.329
C -12.855447 19.947139 3.319721 -0.09 -0.96 -0.26 -0.225
C -13.377884 21.150055 2.556773 -0.60 0.50 1.10 -0.220
C -12.173699 21.805853 1.898797 0.35 -0.54 -0.41 -0.219
C -11.131318 21.940521 3.012128 -1.21 0.60 0.12 -0.223
H -13.439735 19.526025 4.136781 -0.18 0.48 0.10 0.111
H -12.712748 19.115147 2.624170 0.32 0.06 0.06 0.077
H -14.214864 20.907926 1.905836 0.22 -0.16 -0.25 0.120
H -13.788222 21.848744 3.301125 0.03 0.07 -0.19 0.121
H -12.436137 22.766202 1.461785 0.12 0.06 -0.02 0.116
H -11.770676 21.157944 1.112578 -0.13 0.09 -0.08 0.116
H -11.559786 22.687788 3.686807 0.58 0.14 0.13 0.106
H -10.126933 22.180151 2.687854 0.15 -0.13 0.15 0.108
C -6.542010 18.465350 9.037725 -0.50 0.16 0.07 -0.120
C -5.568345 19.376276 9.771726 0.70 -0.81 -0.34 -0.254
C -4.712517 18.637923 10.830334 -0.57 0.68 0.05 -0.224
C -4.041595 17.364641 10.328967 0.16 0.64 -0.21 -0.247
C -2.937423 16.848413 11.236757 -0.23 0.03 0.21 -0.280
C -2.362368 15.556983 10.711944 -0.20 -0.85 -0.21 -0.127
H -6.903206 18.879900 8.094351 0.15 0.17 0.01 0.071
H -7.440689 18.332894 9.645402 0.10 -0.32 0.03 0.059
H -6.103506 17.494703 8.807899 -0.10 -0.01 0.03 0.056
H -4.832985 19.761932 9.055543 -0.27 0.30 -0.03 0.103
H -6.115091 20.196676 10.233612 0.18 0.18 -0.05 0.102
H -5.333266 18.468760 11.718293 0.17 -0.25 0.02 0.102
H -3.951535 19.373647 11.112283 0.12 -0.24 0.25 0.108
H -4.773891 16.572807 10.157375 0.00 -0.02 0.05 0.096
H -3.604967 17.614119 9.350545 -0.04 -0.22 -0.02 0.124
H -2.145798 17.592762 11.351451 -0.06 0.10 -0.02 0.109
H -3.359016 16.682337 12.233754 0.07 0.01 0.03 0.111
H -3.157236 14.813055 10.573395 -0.04 0.10 0.10 0.066
H -1.921654 15.664446 9.718403 0.22 0.16 0.11 0.072
H -1.648023 15.088147 11.390186 0.17 0.19 -0.08 0.069
C -9.555901 11.854380 4.539507 0.50 -0.49 0.36 -0.112
C -10.952752 11.302660 4.740352 -0.33 0.42 0.48 -0.271
C -11.790880 11.265871 3.482613 -0.27 0.29 -0.18 -0.243
C -13.236002 10.871087 3.755152 -0.08 -0.39 -0.12 -0.219
C -14.053993 10.668393 2.482931 0.48 -0.16 -0.47 -0.275
C -15.545603 10.568497 2.721502 -0.45 -0.79 -0.35 -0.114
H -9.057650 12.001704 5.502662 -0.07 0.10 -0.03 0.063
H -9.554218 12.809717 4.016219 -0.06 0.02 -0.07 0.054
H -8.927015 11.138573 4.001326 -0.06 0.15 -0.22 0.077
H -10.946548 10.340860 5.260535 0.17 -0.12 -0.19 0.113
H -11.482029 11.972897 5.435086 0.03 -0.04 -0.01 0.090
H -11.384901 10.622915 2.692751 0.17 -0.12 0.19 0.124
H -11.768909 12.279256 3.069412 -0.08 -0.08 -0.14 0.074
H -13.231414 9.929796 4.320553 -0.09 0.06 0.04 0.119
H -13.742188 11.602085 4.396376 0.17 0.13 -0.02 0.101
H -13.788228 11.421323 1.729690 -0.29 0.38 0.33 0.091
H -13.719144 9.754159 1.973165 -0.03 -0.09 0.26 0.111
H -15.959490 11.358588 3.346077 0.07 0.15 -0.08 0.060
H -16.099229 10.503495 1.779124 0.06 0.42 0.01 0.069
H -15.796750 9.605542 3.183306 0.18 0.19 0.33 0.074
C -6.693087 13.398877 8.002098 -0.36 -0.16 -0.59 -0.106
C -5.417603 13.968145 7.363389 -0.52 0.21 0.56 -0.264
C -4.797220 13.042142 6.330046 -0.61 -1.06 0.45 -0.245
C -3.411911 13.429954 5.881016 0.27 0.62 -0.12 -0.248
C -2.665989 12.349908 5.119512 -0.56 -0.20 -0.55 -0.285
C -1.318055 12.821017 4.612939 0.11 0.48 -0.12 -0.123
H -7.562509 13.598330 7.366126 0.04 -0.03 0.02 0.049
H -6.925685 13.818039 8.980653 0.16 0.09 0.02 0.062
H -6.637727 12.310581 8.094551 0.10 0.04 0.16 0.070
H -5.671390 14.946927 6.943420 0.23 0.00 -0.09 0.107
H -4.718752 14.154915 8.185348 0.27 -0.03 -0.24 0.094
H -5.480749 12.845599 5.492414 0.10 0.57 -0.16 0.120
H -4.795237 12.032905 6.778604 0.44 0.19 0.16 0.113
H -3.479419 14.318706 5.237931 -0.02 -0.07 -0.02 0.119
H -2.820481 13.779095 6.736939 -0.04 -0.23 0.09 0.114
H -2.630274 11.420186 5.693746 0.26 0.10 0.15 0.108
H -3.279945 12.104752 4.241030 0.05 -0.07 0.06 0.110
H -0.813395 12.106168 3.964438 0.01 -0.17 0.17 0.067
H -1.475154 13.719372 4.005352 0.04 -0.04 0.02 0.072
H -0.647181 13.126309 5.419105 0.02 -0.20 0.04 0.072
C -9.950694 13.374624 0.818086 0.06 -0.30 0.29 -0.089
C -11.421380 13.187947 0.485882 -0.10 0.64 0.18 -0.275
C -11.811940 13.870845 -0.813931 0.06 0.07 -0.11 -0.219
C -13.318688 13.851620 -1.112324 0.82 0.10 -0.17 -0.220
C -13.609745 13.958315 -2.601991 -0.66 -0.81 -0.21 -0.275
C -15.090761 14.246969 -2.876485 0.29 0.73 0.57 -0.115
H -9.295760 13.013127 0.021846 -0.04 -0.07 0.00 0.078
H -9.736517 12.813496 1.730134 0.27 0.03 -0.05 0.047
H -9.689588 14.417687 1.003340 -0.13 0.05 -0.04 0.055
H -11.680999 12.126448 0.496304 0.00 -0.03 -0.25 0.103
H -12.010025 13.636989 1.295327 -0.03 -0.07 -0.04 0.085
H -11.205387 13.453495 -1.628089 -0.27 -0.15 -0.08 0.118
H -11.509504 14.924102 -0.765166 0.13 -0.07 0.05 0.094
H -13.742732 12.919808 -0.729090 -0.22 0.13 0.11 0.111
H -13.743771 14.711890 -0.587724 -0.31 -0.21 0.11 0.109
H -12.948317 14.673628 -3.093338 -0.08 0.17 0.07 0.104
H -13.403200 12.974420 -3.042080 0.31 0.16 -0.10 0.107
H -15.295045 14.497191 -3.915586 -0.03 -0.20 -0.07 0.064
H -15.726761 13.428693 -2.539743 0.03 -0.14 -0.18 0.070
H -15.380270 15.112740 -2.268376 -0.10 0.02 -0.18 0.068
C -12.404000 15.107822 3.890952 0.38 -0.14 -0.19 -0.079
C -11.216026 16.025746 4.101831 0.60 0.68 -0.17 -0.266
C -10.861205 16.356586 5.542146 -0.18 0.08 0.16 -0.222
C -10.257067 15.199634 6.317468 0.11 -0.25 0.33 -0.227
C -10.164430 15.449317 7.813093 0.22 0.14 0.75 -0.260
C -9.529973 16.787029 8.242105 -1.07 -0.24 0.84 -0.099
H -12.708497 15.088488 2.842453 -0.04 0.16 0.02 0.057
H -13.243781 15.468771 4.486739 -0.09 -0.28 0.06 0.078
H -12.132165 14.077718 4.133353 -0.31 0.03 0.34 0.050
H -10.283639 15.639931 3.664961 -0.28 -0.18 -0.32 0.109
H -11.402922 16.989433 3.614283 -0.03 -0.12 -0.13 0.072
H -11.748289 16.773440 6.037825 0.06 -0.13 0.15 0.124
H -10.108124 17.149110 5.532320 -0.19 0.16 -0.04 0.107
H -10.820719 14.266855 6.200049 0.02 0.06 -0.30 0.089
H -9.246283 15.030814 5.923374 -0.07 -0.14 -0.05 0.112
H -11.167277 15.386928 8.250453 -0.02 0.06 -0.10 0.100
H -9.603257 14.661909 8.326537 -0.01 -0.23 -0.38 0.086
H -8.840713 17.202928 7.515338 0.09 0.12 0.07 0.066
H -10.338293 17.477894 8.505159 0.17 0.40 -0.72 0.078
H -9.073468 16.679589 9.229242 0.53 -0.19 -0.30 0.039
C -17.941397 14.276002 8.464785 -0.85 -0.40 0.11 -0.116
C -17.783591 13.039530 7.586308 0.22 -0.30 -0.11 -0.276
C -16.747710 13.203891 6.448503 -1.14 0.31 1.14 -0.221
C -15.330805 13.479260 6.918020 0.69 -0.06 -1.13 -0.235
C -14.687995 12.303581 7.642772 -0.29 0.19 -0.02 -0.265
C -13.372792 12.639913 8.326396 0.14 -0.33 -0.12 -0.106
H -17.193599 14.297009 9.255125 0.25 0.34 -0.19 0.068
H -18.905408 14.211116 8.981393 0.08 0.05 0.04 0.067
H -17.982746 15.196128 7.881219 0.33 0.08 0.07 0.073
H -17.550765 12.200462 8.251055 0.16 -0.05 -0.18 0.093
H -18.727454 12.746066 7.116877 -0.08 0.27 0.06 0.100
H -17.136648 14.056872 5.882349 0.28 -0.09 -0.30 0.108
H -16.829314 12.310692 5.825589 0.39 0.05 -0.15 0.102
H -14.775542 13.694509 5.990564 0.26 -0.06 0.24 0.098
H -15.209907 14.395367 7.502965 -0.44 -0.04 0.18 0.112
H -15.431623 11.954737 8.364983 0.27 -0.22 0.16 0.098
H -14.513267 11.487010 6.935617 -0.15 -0.02 -0.01 0.103
H -12.917826 11.721723 8.705400 0.02 0.10 0.17 0.071
H -12.655913 13.057592 7.613436 -0.07 0.13 0.02 0.054
H -13.499211 13.339086 9.153159 0.01 0.05 -0.01 0.073
C -9.689391 11.333686 12.512675 -0.22 -0.48 -0.31 -0.126
C -10.529878 12.146522 13.477129 -0.21 0.27 0.38 -0.274
C -9.826760 13.409871 13.978752 0.14 -0.02 0.19 -0.235
C -9.173430 14.264474 12.896508 -0.02 -0.35 0.26 -0.244
C -8.542903 15.531741 13.445349 0.72 0.26 0.16 -0.275
C -7.929801 16.389956 12.342180 0.06 -0.12 -0.09 -0.117
H -8.682838 11.165218 12.900962 0.02 0.06 0.01 0.077
H -9.608667 11.778290 11.519719 0.08 0.19 0.09 0.067
H -10.143226 10.350898 12.355360 0.06 0.02 0.04 0.068
H -11.509112 12.403040 13.060971 0.13 0.00 -0.28 0.104
H -10.764903 11.523784 14.345653 0.04 0.02 0.02 0.101
H -9.039815 13.083755 14.671637 0.01 0.13 -0.01 0.114
H -10.507331 14.030504 14.570924 -0.09 -0.10 -0.05 0.109
H -8.376339 13.653680 12.459307 -0.03 0.17 -0.24 0.108
H -9.885064 14.487048 12.093493 -0.02 0.08 0.05 0.119
H -9.212963 16.142464 14.057153 -0.34 -0.18 -0.20 0.108
H -7.734969 15.253154 14.134527 -0.11 -0.09 0.02 0.111
H -7.029928 15.924876 11.929380 -0.11 -0.12 -0.07 0.069
H -8.654020 16.496796 11.531212 0.11 0.24 -0.04 0.054
H -7.613654 17.372165 12.694853 -0.19 0.06 0.02 0.065
```
Positions in Å, forces in eV/Å.